Run P
C5H14O2 | ωB97M-V/def2-TZVPD

Results
Kohn-Sham gap (eV): 10.2
Lowest unoccupied orbital energy (eV): 0.69
SMILES: C=CCCC.O.O
Net charge: 0

Cartesian coordinates (Å):
C 1.3026 -3.6712 -1.0102
C 0.1387 -3.0475 -0.9244
C -0.1789 -1.6530 -0.4960
C -1.6202 -1.4645 0.0354
C -2.2757 -0.2062 -0.4966
H 2.3022 -3.2764 -0.8871
H 1.3003 -4.7291 -1.2507
H -0.7847 -3.5731 -1.1537
H 0.5203 -1.2732 0.2527
H 0.0084 -0.9980 -1.3583
H -1.5545 -1.4123 1.1311
H -2.1781 -2.3985 -0.0393
H -2.2253 -0.1109 -1.5817
H -3.3521 -0.1472 -0.3003
H -1.8485 0.6758 -0.0202
O 0.9999 3.6182 -0.8633
H 1.2794 3.7892 0.0499
H 1.7962 3.2149 -1.2573
O 2.2370 5.6812 3.0557
H 1.4364 5.9409 3.5155
H 2.6966 5.0411 3.5987

These are the Mulliken partial charges, in e, on atoms 1 to 2:
1 C -0.848
2 C -0.036



Run Q
C5H14O2 | ωB97M-V/def2-TZVPD

Results
Kohn-Sham gap (eV): 9.7
Lowest unoccupied orbital energy (eV): 0.46
SMILES: C=CCCC.O.O
Net charge: 0

Cartesian coordinates (Å):
C -1.1378 -1.2339 1.3725
C -0.5754 -0.2390 2.0517
C -0.2165 1.1174 1.5628
C 1.2345 1.1960 1.0349
C 1.4576 2.5027 0.2958
H -1.5020 -1.0943 0.3606
H -0.9995 -2.2654 1.6734
H -0.1887 -0.5241 3.0323
H -0.2383 1.7953 2.4196
H -0.8737 1.5223 0.7934
H 1.9275 1.0238 1.8624
H 1.3692 0.3180 0.3964
H 2.5176 2.6757 0.1139
H 1.1315 3.3359 0.9121
H 0.9237 2.4892 -0.6473
O 0.5649 -2.1586 -3.0203
H 0.3531 -2.3566 -3.9385
H 1.1368 -1.3858 -3.0325
O -2.4800 -2.0233 -2.1783
H -1.5888 -1.8503 -2.5204
H -2.8157 -2.8451 -2.5443

These are the Mulliken partial charges, in e, on atoms 1 to 2:
1 C -0.694
2 C -0.187



The structure with the greatest stability is run Q.



Run P
C5H9O6 | ωB97M-V/def2-TZVPD

Results
Kohn-Sham gap (spin up / spin down) (eV): 5.4 / 8.2
Multiplicity: 2
⟨S²⟩: 0.9147
Lowest unoccupied orbital energy (spin up / spin down) (eV): -1.47 / -0.58
Net charge: 0

Cartesian coordinates (Å):
H 2.3328 -0.3908 -2.6178
C -2.2469 0.1795 -0.6910
O -2.9875 0.9401 -0.7947
C -0.7425 -0.6049 -0.1528
C -0.7753 -2.1530 -0.1371
C 0.7470 -0.2017 -0.3368
C 0.9680 1.4778 -0.5486
O 1.4865 1.8360 0.7001
O 1.4535 -0.6986 0.5549
O 2.3206 -0.1861 -1.2031
O -0.6617 -0.1488 1.1998
O -2.0489 -0.3830 1.7459
H -0.7204 -2.3348 -1.1898
H 0.0101 -2.6421 0.4470
H -1.7785 -2.2901 0.1930
H 1.0667 -0.6232 -1.5595
H 1.7971 1.5047 -1.2856
H 0.0193 1.9523 -0.9177
H 1.3587 2.8961 0.6745
H -2.4660 0.4316 1.7551

These are the Mulliken partial charges, in e, on atoms 1 to 2:
1 H 0.309
2 C -0.179



Run Q
C5H9O6 | ωB97M-V/def2-TZVPD

Results
Kohn-Sham gap (spin up / spin down) (eV): 9.6 / 8.3
Multiplicity: 2
⟨S²⟩: 0.7575
Lowest unoccupied orbital energy (spin up / spin down) (eV): -0.06 / -1.43
Net charge: 0

Cartesian coordinates (Å):
O 0.3213 0.6316 1.6813
O -0.3188 0.9877 0.4239
C -0.6233 -0.0698 -0.4944
C 0.6989 -0.8267 -0.4248
C 1.9283 0.0778 -0.9031
O 2.6039 0.0584 -1.9009
O 0.9052 -1.7777 0.3134
O 2.2896 -1.2646 1.6235
H 1.8119 -0.4122 1.9641
C -0.9375 0.5106 -1.8497
C -1.8115 -1.0308 0.0092
O -3.0041 -0.2905 -0.0366
H 0.3933 -0.3875 1.6242
H 2.1114 0.6619 0.0150
H -0.9881 -0.2422 -2.6457
H -1.9030 1.0064 -1.8138
H -0.2061 1.2599 -2.1466
H -1.9484 -1.8414 -0.7496
H -1.5733 -1.4221 1.0366
H -3.6877 -0.7634 0.4597

These are the Mulliken partial charges, in e, on atoms 1 to 2:
1 O -0.379
2 O -0.245



The structure with the greatest stability is run Q.



Run P
C7H5NO2S2 | ωB97M-V/def2-TZVPD

Results
Kohn-Sham gap (eV): 8.8
Lowest unoccupied orbital energy (eV): -1.14
SMILES: N=[S@]1(=O)SC(=O)c2ccccc21
Net charge: 0

Cartesian coordinates (Å):
N -2.3088 -2.2939 -1.0070
S -2.5810 -1.3398 0.1066
O -2.8252 -1.7207 1.4861
S -4.0232 0.6361 -0.2607
C -2.7022 1.6967 0.0456
O -2.8462 2.8845 0.1532
C -1.3185 1.0836 0.0140
C -0.2498 1.9328 0.1299
C 0.9948 1.4436 0.1919
C 1.2070 0.0182 0.2494
C 0.1310 -0.8429 0.2214
C -1.1650 -0.2772 0.0332
H -3.0277 -2.9771 -1.3123
H -0.6257 3.0109 0.2091
H 1.6900 2.2451 0.3080
H 2.0816 -0.5024 0.4215
H 0.3843 -1.8208 0.3845

These are the Mulliken partial charges, in e, on atoms 1 to 2:
1 N -0.542
2 S 0.679



Run Q
C7H5NO2S2 | ωB97M-V/def2-TZVPD

Results
Kohn-Sham gap (eV): 8.6
Lowest unoccupied orbital energy (eV): -1.05
Net charge: 0

Cartesian coordinates (Å):
C -2.2235 -2.1151 -1.5371
C -1.3293 -2.9549 -2.1974
C -0.5285 -1.3430 -0.6011
C 1.7073 1.7360 1.8721
C 0.7207 1.4255 0.8343
C 2.6104 0.8210 2.1456
C 0.9468 0.2009 0.3777
N -1.7555 -1.2021 -0.7389
O 3.3116 -0.9651 0.1787
O 1.6822 -1.7127 1.8482
S 0.2090 -2.4351 -1.6367
S 2.2646 -0.6395 1.1062
H -3.3003 -2.2448 -1.5472
H -1.5021 -3.7998 -2.7930
H 1.5988 2.7965 2.1947
H 0.0082 2.2206 0.6083
H 3.4940 0.6128 2.7808

These are the Mulliken partial charges, in e, on atoms 1 to 2:
1 C -0.434
2 C -0.293



The structure with the greatest stability is run P.



Run P
CH4Cl2Si | ωB97M-V/def2-TZVPD

Results
Kohn-Sham gap (eV): 11.7
Lowest unoccupied orbital energy (eV): 0.80
SMILES: C[SiH](Cl)Cl
Net charge: 0

Cartesian coordinates (Å):
C -0.9577 -0.4477 0.3406
Si 0.7685 0.4451 -0.2120
Cl 0.7780 0.9021 -2.2582
Cl 2.1120 -0.9904 0.1638
H -1.7522 -0.0810 -0.2463
H -1.0555 -1.5039 0.3906
H -1.1970 -0.0180 1.3138
H 1.3041 1.6940 0.5077

These are the Mulliken partial charges, in e, on atoms 1 to 2:
1 C -1.066
2 Si 0.668



Run Q
CH4Cl2Si | ωB97M-V/def2-TZVPD

Results
Kohn-Sham gap (spin up / spin down) (eV): 10.2 / 7.4
Lowest unoccupied orbital energy (spin up / spin down) (eV): -0.64 / -0.20
Net charge: 0

Cartesian coordinates (Å):
C -0.7092 0.2384 0.8517
Si 0.3846 0.1715 -0.6945
Cl 1.0371 1.6860 -1.7853
Cl -0.6299 -1.0337 -1.9745
H -1.4983 0.9016 0.4701
H -1.2817 -0.4803 1.3989
H -0.1637 0.6704 1.6080
H 2.8610 -2.1539 0.1256

These are the Mulliken partial charges, in e, on atoms 1 to 2:
1 C -1.039
2 Si 0.378



The structure with the greatest stability is run P.



Run P
C5H9NO4 | ωB97M-V/def2-TZVPD

Results
Kohn-Sham gap (eV): 8.8
Lowest unoccupied orbital energy (eV): 0.31
SMILES: CO/C(C)=C(/OC)[N+](=O)[O-]
Net charge: 0

Cartesian coordinates (Å):
C -1.3662 -2.3514 -0.3975
O -1.2231 -1.1261 -1.1205
C -0.2750 -0.2939 -0.7083
C 0.7512 -0.6711 0.2654
C -0.2234 1.0896 -1.0656
O 0.6983 1.9069 -0.4028
C 0.5401 3.2574 -0.0378
N -1.1006 1.5156 -2.1139
O -2.0190 0.8421 -2.4995
O -0.9089 2.6556 -2.5026
H -2.0496 -2.0751 0.4120
H -0.4399 -2.8230 -0.1530
H -2.0012 -3.0788 -1.0850
H 1.1621 -1.5530 -0.0121
H 1.4410 0.0934 0.3136
H 0.3155 -0.9492 1.2247
H -0.3045 3.5028 0.7620
H 0.2037 3.9076 -0.9161
H 1.4503 3.6257 0.3081

These are the Mulliken partial charges, in e, on atoms 1 to 2:
1 C -0.760
2 O -0.360



Run Q
C5H9NO4 | ωB97M-V/def2-TZVPD

Results
Kohn-Sham gap (eV): 9.0
Lowest unoccupied orbital energy (eV): -0.64
SMILES: C/C(=C/CO)COON=O
Net charge: 0

Cartesian coordinates (Å):
C 2.3682 1.4177 0.7346
C 0.9395 1.0441 0.9657
C 0.4824 0.6692 2.1663
C -0.9042 0.1516 2.4450
O -0.9701 -0.2833 3.7970
C 0.0641 0.9792 -0.2677
O 0.4421 -0.2175 -0.8576
O -0.5041 -0.2776 -2.1910
N -0.0340 -1.3269 -2.8568
O -0.5552 -1.4131 -3.9444
H 2.5066 1.7652 -0.2919
H 2.6658 2.2174 1.4263
H 3.0387 0.5652 0.9152
H 1.1579 0.7305 3.0286
H -1.6487 0.9489 2.2620
H -1.1417 -0.6951 1.7733
H -1.8542 -0.6085 3.9772
H -1.0131 0.9697 -0.0350
H 0.2955 1.8029 -0.9611

These are the Mulliken partial charges, in e, on atoms 1 to 2:
1 C -1.436
2 C 0.717



The structure with the greatest stability is run P.



Run P
C3H10N2Si | ωB97M-V/def2-TZVPD

Results
Kohn-Sham gap (spin up / spin down) (eV): 6.7 / 9.0
Lowest unoccupied orbital energy (spin up / spin down) (eV): -0.13 / -0.15
Net charge: 0

Cartesian coordinates (Å):
C 2.3288 -0.1952 -0.9326
C 1.4781 0.1570 0.0321
C -1.2250 1.3181 1.2425
N -0.7013 -2.6175 0.7270
N -0.6336 1.0609 -1.6270
Si -0.3707 0.3414 -0.1454
H 3.3892 -0.5737 -0.9310
H 1.9039 -0.1210 -1.9237
H 1.7377 0.0570 1.0383
H -2.2505 1.4958 1.0004
H -1.5431 0.6095 2.1156
H -0.8128 2.1657 1.6798
H -1.0280 -3.0283 -0.1435
H 0.2863 -2.9566 0.6931
H 0.1705 1.0627 -2.2555
H -1.4787 1.1255 -2.1322

These are the Mulliken partial charges, in e, on atoms 1 to 2:
1 C -0.580
2 C -0.153



Run Q
C3H10N2Si | ωB97M-V/def2-TZVPD

Results
Kohn-Sham gap (eV): 8.2
Lowest unoccupied orbital energy (eV): 0.69
Net charge: 0

Cartesian coordinates (Å):
C 1.8298 -0.2994 0.4196
C 0.8338 0.5047 0.0075
C 3.2717 -0.0641 0.0723
N -2.9392 1.4226 -0.2625
N -1.9038 -1.3004 -0.5650
Si -1.9486 0.1628 0.4651
H 1.8308 -1.1163 1.1418
H 0.9708 1.3448 -0.5651
H 3.7323 -0.9165 -0.2364
H 3.8584 0.1009 0.9833
H 3.2988 0.7866 -0.6830
H -3.6877 1.8445 0.3088
H -3.4542 1.0481 -1.0952
H -1.3100 -2.0503 -0.3486
H -2.2221 -1.3236 -1.5265
H -2.1607 -0.1443 1.8840

These are the Mulliken partial charges, in e, on atoms 1 to 2:
1 C 0.026
2 C -0.663



The structure with the greatest stability is run Q.



Run P
C3H3IO2 | ωB97M-V/def2-TZVPD

Results
Kohn-Sham gap (spin up / spin down) (eV): 8.7 / 8.7
Lowest unoccupied orbital energy (spin up / spin down) (eV): -0.66 / -0.65
Net charge: 0

Cartesian coordinates (Å):
C -1.0224 -1.4523 -0.4040
C -1.4266 -0.3181 -0.2273
C 0.8842 0.3818 0.3364
O 0.0450 2.3785 -0.1668
O 0.9131 1.4369 -0.3389
I 2.5067 -0.9282 -0.1719
H -0.8793 -2.5076 -0.0251
H 0.5054 0.2747 1.3812
H -1.5261 0.7341 -0.3835

These are the Mulliken partial charges, in e, on atoms 1 to 2:
1 C -0.274
2 C -0.404



Run Q
C3H3IO2 | ωB97M-V/def2-TZVPD

Results
Kohn-Sham gap (eV): 8.6
Lowest unoccupied orbital energy (eV): 0.21
Net charge: 0

Cartesian coordinates (Å):
C 0.5446 0.0176 -0.0980
C -0.7065 -1.0523 1.2726
C -0.0447 0.9736 -1.0737
O 1.6442 -0.2995 0.1534
O -1.8865 -1.0249 1.3156
I 0.6136 -2.1689 2.4412
H 0.5823 0.8235 -1.9088
H 0.2526 1.9395 -0.7537
H -0.9998 0.7915 -1.3486

These are the Mulliken partial charges, in e, on atoms 1 to 2:
1 C 0.609
2 C 0.168



Run R
C3H3IO2 | ωB97M-V/def2-TZVPD

Results
Kohn-Sham gap (spin up / spin down) (eV): 9.2 / 6.9
Lowest unoccupied orbital energy (spin up / spin down) (eV): -0.33 / -0.76
Net charge: 0

Cartesian coordinates (Å):
C -0.0802 0.1020 -0.9728
C -1.2754 -0.2052 -0.8896
C 0.8859 0.3313 0.3036
O -0.2379 -0.4643 2.2152
O 0.6546 -0.6393 1.2638
I -2.9561 -1.0019 -0.2374
H 0.4585 0.4021 -1.9241
H 1.7715 0.0489 -0.2219
H 0.7792 1.4264 0.4631

These are the Mulliken partial charges, in e, on atoms 1 to 2:
1 C -0.025
2 C -0.634



The structure with the greatest stability is run Q.